This record from OMol25 describes C37H36BCl76F2IN2O5PS as an isolated structure in a non-equilibrium geometry. The level of theory is the ωB97M-V functional and the def2-TZVPD basis.

HOMO level, eV: -10.9022
DFT total energy, a.u.: -38152.56781
Lowest unoccupied orbital energy, eV: -4.47
M, Da: 3521.88

ORCA input file:
```
! wB97M-V def2-TZVPD RIJCOSX def2/J DEFGRID3
* xyz 1 1
C 0.349 -6.826 8.118
Cl -2.929 5.037 5.280
H 2.837 2.399 -0.827
Cl 6.314 3.036 -0.326
Cl -9.250 -3.680 -3.505
C -2.073 -5.041 -2.768
O 2.602 -2.337 2.107
O -3.892 -0.520 -3.101
Cl -8.718 -2.188 0.829
Cl -3.141 10.697 3.419
H -2.979 1.742 -0.791
H 2.368 -5.333 -3.972
Cl 8.529 1.533 -7.466
Cl -9.318 1.198 -3.761
H 0.113 -3.769 3.602
Cl -4.911 3.752 -6.298
O 4.911 -3.130 -5.399
C 0.128 -3.399 -0.997
H 3.381 -3.480 -1.690
C -6.897 -0.089 7.163
C 12.605 2.350 -6.729
Cl -6.276 -1.716 7.538
Cl 6.727 0.726 1.394
Cl -1.040 14.998 3.692
Cl -8.632 -0.390 -6.100
H 0.658 -4.726 -2.771
Cl 4.725 -2.987 4.771
Cl -8.447 0.164 8.003
Cl -6.437 -0.864 -0.400
Cl 0.718 15.144 1.378
C -8.050 -0.617 0.317
H 1.662 -5.209 -1.287
Cl -3.852 -6.720 6.542
C 1.846 2.454 -0.207
Cl -7.319 4.973 1.023
F -0.377 -2.476 -3.349
H 0.562 -5.808 1.773
C -1.642 10.948 2.490
Cl -9.262 -3.911 -6.406
C -3.313 6.515 6.198
O 3.019 -4.402 -6.507
Cl 7.532 3.373 2.295
Cl -9.130 0.123 -0.891
H 0.648 1.318 1.363
H -3.540 0.648 0.676
Cl 0.213 4.511 2.407
H -4.823 1.097 -0.684
C -2.355 -3.508 -2.238
Cl -4.813 6.264 7.127
Cl -6.632 3.384 -1.316
H -1.671 -3.299 1.044
C -5.197 -5.927 7.399
Cl -0.305 11.316 3.609
C 3.069 -4.406 -3.745
Cl -5.721 1.135 7.705
Cl 13.781 3.574 -6.186
Cl -5.610 -6.866 8.856
C 11.045 -1.278 2.953
Cl -4.711 -4.279 7.872
C -0.413 -2.975 2.924
Cl -0.229 7.098 3.662
Cl -4.554 -0.304 3.100
P -3.306 -0.765 -1.453
H 1.506 -2.322 -5.625
Cl -1.863 12.308 1.361
Cl 5.351 0.635 -5.371
O 2.433 -2.002 -5.394
H -1.001 -0.356 -2.339
H 2.228 -6.631 2.130
Cl -1.258 9.470 1.572
H 4.411 -4.798 2.063
Cl -2.047 16.023 1.162
C 1.490 -0.191 -0.283
Cl 8.846 -0.396 -9.621
Cl 5.701 -0.310 4.182
Cl -6.617 -5.841 6.326
C -5.850 4.633 -7.529
Cl -0.141 17.585 2.709
Cl 7.582 -2.508 4.499
Cl -0.241 6.867 0.762
H -1.662 -0.626 0.806
C 5.967 -2.050 3.902
C -0.628 15.937 2.235
C -6.008 4.097 0.193
C -0.592 -3.008 1.459
H -3.021 -3.622 -1.271
I 3.547 -0.580 -0.726
Cl -7.912 0.459 1.730
Cl 6.581 1.430 -9.624
Cl -1.230 -6.005 8.203
C 2.494 -3.465 -2.489
H 0.868 2.509 -0.882
H -1.244 -5.621 -2.182
H 2.200 -2.383 -2.822
H 1.697 -5.234 3.282
F -1.671 -5.049 -4.221
H 4.106 -4.886 -3.404
H -0.546 -4.308 -0.591
H -0.904 -2.052 3.501
H 4.005 -5.920 0.490
C -1.390 -1.123 -1.509
Cl -4.902 6.022 -8.118
Cl 9.520 -0.527 2.417
N 2.329 -4.691 1.167
H 1.802 3.421 0.485
C 1.654 -5.585 2.168
N 0.526 -1.101 0.354
Cl -2.722 -2.541 2.776
C 1.241 -4.241 -1.846
S 3.384 -3.445 -5.321
H -2.950 -3.015 -3.150
Cl 12.417 -0.254 2.458
Cl 12.359 2.501 -8.487
Cl 6.588 0.053 -2.802
Cl 5.858 -2.394 2.157
Cl 11.035 -1.442 4.727
Cl -4.625 -2.526 4.976
Cl -6.215 3.543 -8.891
H -3.115 -5.619 -2.695
Cl 1.652 -5.630 8.332
C 7.666 0.460 -8.596
Cl -7.143 0.062 5.404
Cl 0.523 -7.616 6.530
Cl -6.684 1.454 -4.972
Cl -5.395 2.802 1.252
Cl -4.685 5.228 -0.188
C -3.672 0.847 -0.485
Cl 11.055 2.603 -5.888
Cl -6.769 -4.199 -4.934
H 3.560 -2.241 1.838
Cl 6.708 -0.726 -7.675
C 7.395 2.296 0.881
Cl -3.535 7.875 5.069
B 1.877 -3.267 1.169
Cl 4.665 2.224 -3.032
Cl -5.561 -2.897 2.247
C 1.642 1.130 0.760
Cl 7.298 2.479 -4.242
C -0.972 -2.609 -1.963
H -4.836 -0.909 -3.058
Cl -8.808 -6.267 -4.760
C 5.975 1.348 -3.862
Cl 2.252 6.579 2.234
Cl -1.976 6.883 7.317
Cl -7.373 5.215 -6.810
C 0.499 6.264 2.266
Cl 9.007 2.050 0.164
C -8.522 -4.514 -4.901
C 3.816 -4.893 1.060
Cl 11.207 -2.889 2.209
H 4.234 -4.041 0.343
H 2.583 0.950 1.459
Cl 0.450 -8.052 9.406
Cl 13.226 0.723 -6.354
H 1.020 0.255 -1.291
C -8.007 0.322 -4.591
C -4.366 -2.067 3.275
H -0.832 0.631 -0.241
C -0.862 -0.555 -0.079
H 0.532 -0.857 1.398
C 0.603 -2.591 0.329
Cl -7.394 -0.973 -3.532
*
```

Mulliken atomic charge list, values in e, 2 entries:
1. C 0.286
2. Cl -0.019

This record from OMol25 describes C37H36BN7PdSSb2 as an isolated structure. The level of theory is the ωB97M-V functional and the def2-TZVPD basis.

HOMO level, eV: -13.6182
DFT total energy, a.u.: -2845.69204
Lowest unoccupied orbital energy, eV: -7.77
Energy relative to the best compared isomer or geometry (same formula, charge and spin), kJ/mol: 8.6
M, Da: 971.56

ORCA input file:
```
! wB97M-V def2-TZVPD RIJCOSX def2/J DEFGRID3
* xyz 2 1
H 3.126 1.733 0.892
C 2.084 -2.859 -0.501
H 0.954 -6.628 -0.122
C -1.508 4.218 -0.341
B -4.364 -0.440 0.996
H -2.367 6.123 -0.811
C 6.905 -2.052 -0.199
H 4.682 -0.622 -3.013
C 2.667 -0.336 1.410
C 2.912 -3.909 -0.862
H -4.592 2.725 -2.523
C 6.628 -1.332 -2.478
N -4.054 -1.870 0.477
C 0.334 -4.607 0.061
H 3.928 -3.703 -1.176
H -2.484 2.237 2.238
H -0.804 4.266 -1.162
H 7.038 -1.161 -3.464
H 0.653 1.248 2.642
S -0.703 -2.796 3.204
C -1.535 3.119 0.515
H 3.199 -6.019 -0.963
C 1.212 -5.586 -0.249
C 2.583 1.173 1.660
H -5.183 0.423 3.548
N -0.076 -2.205 0.572
H 1.256 1.989 -4.830
H -5.834 1.582 -0.358
H -3.173 0.768 5.379
N -2.869 0.499 -0.871
C 7.430 -1.842 -1.468
H 8.468 -2.072 -1.667
H -2.153 1.501 -2.575
C -4.877 -2.926 0.456
C 5.576 -1.754 0.062
C -2.968 1.363 -1.884
C 4.762 -1.244 -0.949
C -3.333 4.132 1.749
H 3.239 4.667 -2.142
N -2.904 -2.184 -0.153
C 2.498 -5.227 -0.726
Sb 2.709 -0.787 -0.708
H 3.101 1.394 2.596
H -4.654 -4.940 -0.424
H -5.856 -2.863 0.902
C 2.334 3.381 -3.601
Sb -0.197 1.528 0.150
C 1.415 2.363 -3.828
H -2.237 -3.896 -1.165
C 0.702 1.827 -2.766
H 0.010 1.011 -2.947
C -3.098 0.448 4.355
N -3.587 -0.135 2.280
C 0.893 2.315 -1.476
C 0.673 -3.192 -0.209
Pd -1.447 -0.702 -0.169
H -0.662 -4.829 0.425
N -2.245 -0.245 2.384
H -0.932 0.030 3.993
H 1.178 2.787 1.997
C -1.954 0.064 3.647
C 5.297 -1.031 -2.219
C -4.845 1.421 -0.755
H 3.576 -0.755 1.837
H 1.821 -0.853 1.865
H -5.534 -0.356 1.226
C -4.120 0.282 3.447
H 2.892 3.799 -4.428
H 7.534 -2.443 0.590
C -3.019 -3.443 -0.577
C -2.393 5.269 -0.146
C -4.208 1.983 -1.846
H 0.301 -3.118 -1.265
C -0.357 -2.472 1.755
C 1.162 1.715 1.797
C 1.806 3.343 -1.255
C -3.307 5.225 0.896
H 1.953 3.751 -0.261
N -4.029 0.530 -0.180
H -3.996 6.046 1.047
C -2.451 3.077 1.562
H -4.039 4.098 2.569
H 5.189 -1.924 1.060
C -4.255 -3.964 -0.212
C 2.530 3.869 -2.317
*
```

Mulliken atomic charge list, values in e, 2 entries:
1. H 0.195
2. C -0.260

This record from OMol25 describes C37H36CdN2O7P as an isolated structure. The level of theory is the ωB97M-V functional and the def2-TZVPD basis.

HOMO level, eV: -5.4679
DFT total energy, a.u.: -2576.91699
Lowest unoccupied orbital energy, eV: 2.62
Energy relative to the best compared isomer or geometry (same formula, charge and spin), kJ/mol: 7.4
M, Da: 764.09

ORCA input file:
```
! wB97M-V def2-TZVPD RIJCOSX def2/J DEFGRID3
* xyz -1 1
C -1.522 2.550 3.537
C 0.187 3.186 -1.097
C 1.641 0.112 2.190
C -5.406 -0.300 -0.313
C -4.033 -0.366 -0.506
H 7.255 2.277 -3.148
H -1.415 -4.193 -3.546
H -3.213 2.746 6.481
C 0.733 -3.022 3.309
C -6.244 0.122 -1.333
N -1.582 0.331 -3.006
H 2.906 -4.848 1.313
H -1.486 5.891 4.146
H -2.456 1.098 4.804
C 0.432 -3.286 -1.606
C 0.625 -3.444 0.806
C 5.377 1.384 -2.630
C -5.699 0.481 -2.561
C 3.180 0.156 -2.145
C -2.663 3.078 5.608
H 2.257 -3.019 -0.538
C -0.737 -3.699 0.857
C -0.904 2.201 0.828
O 1.125 -0.334 1.108
O 5.030 2.390 -1.786
C 0.257 2.544 0.137
C -2.234 2.151 4.667
H 4.259 -1.569 -3.778
H 5.765 3.008 -1.735
H -0.720 4.241 2.487
H -3.900 0.704 -3.721
Cd 0.786 -0.186 -1.040
H 0.906 -3.076 -2.559
H -3.357 -0.683 0.274
H -2.820 -3.726 -2.579
H -1.225 -3.832 1.815
H -7.314 0.173 -1.176
O 2.694 -0.254 2.702
C 6.598 1.427 -3.303
H -2.735 5.153 6.152
H 0.109 -2.137 3.168
H -1.745 -2.492 -3.243
O -1.398 -0.520 -0.882
P -0.944 1.230 2.380
C -1.695 4.839 4.298
C -4.332 0.423 -2.773
C -1.778 -3.488 -2.795
C 6.137 -0.686 -4.344
H 6.423 -1.492 -5.006
H 1.231 2.288 0.534
O 2.606 1.170 -1.677
N -2.091 -0.069 -1.894
O 2.666 -0.995 -2.110
H -3.051 2.266 0.782
H 1.666 -5.486 2.397
C -1.044 3.522 -1.636
C -0.940 -3.532 -1.546
H -6.345 0.812 -3.365
H 1.102 3.384 -1.639
C -3.506 -0.001 -1.737
O -0.326 0.264 -3.067
H -3.175 3.455 -1.367
C -1.261 3.909 3.366
C 4.522 0.292 -2.813
H 1.435 -2.816 4.118
H -5.818 -0.580 0.649
H 0.091 -3.851 3.621
C -1.505 -3.750 -0.302
C 6.975 0.404 -4.156
H 2.192 -2.519 1.862
C 1.502 -3.349 2.034
C -2.396 4.426 5.424
C 1.201 -3.250 -0.453
C -2.136 2.544 0.268
C 2.322 -4.630 2.208
C -2.208 3.210 -0.944
H -2.574 -3.922 -0.227
C 0.820 1.194 2.907
C 4.930 -0.729 -3.666
H 3.011 -4.535 3.050
H -1.098 4.000 -2.606
H 7.927 0.461 -4.669
H 0.847 1.002 3.981
H 1.307 2.162 2.752
*
```

Mulliken atomic charge list, values in e, 2 entries:
1. C 0.344
2. C -0.193

This record from OMol25 describes C37H36EuF6NO10PS2 as an isolated structure in a non-equilibrium geometry. The level of theory is the ωB97M-V functional and the def2-TZVPD basis.

HOMO level (spin up / spin down), eV: 0.1889 / -2.4239
⟨S²⟩: 15.759
DFT total energy, a.u.: -4686.21146
Lowest unoccupied orbital energy (spin up / spin down), eV: 4.02 / 4.02
Energy relative to the best compared isomer or geometry (same formula, charge and spin), kJ/mol: 0.0
M, Da: 1015.75

ORCA input file:
```
! wB97M-V def2-TZVPD RIJCOSX def2/J DEFGRID3
* xyz -2 8
F 2.086 -4.537 -0.752
H 1.755 4.557 -2.815
O 4.582 -1.951 0.341
P -3.161 0.514 0.970
H -1.293 -3.906 1.164
N 2.725 1.213 0.100
H -0.954 -2.540 -2.136
C -2.104 1.953 3.076
H -2.389 -2.553 -1.118
H -8.002 1.147 -0.216
S 0.616 2.177 1.377
C 2.987 4.490 2.024
H 0.803 -3.017 2.070
H -4.898 3.027 1.478
C -0.843 1.574 -3.133
F 1.814 4.602 2.612
H 0.608 1.695 -4.848
C -1.370 -2.934 -1.218
C -0.550 2.610 -2.022
C -4.606 0.928 -0.101
H -2.768 4.845 4.731
O -1.423 0.132 -1.326
H -2.032 -2.291 1.277
C 0.595 1.424 -3.796
H -5.159 -4.021 3.931
C 4.910 2.154 -0.126
C -5.365 1.638 -2.293
H -1.339 1.178 3.017
C -5.941 0.878 0.314
C -4.588 -1.890 1.340
C -6.686 1.577 -1.870
O 0.112 -1.087 2.214
C -5.035 -3.014 2.025
H 5.208 4.021 0.878
C -3.731 -0.979 3.379
C -1.965 2.986 3.998
C -4.079 2.997 2.188
H 5.913 2.080 -0.534
C 3.244 -3.865 -0.775
C -2.884 4.029 4.021
H -1.377 -4.034 -1.244
C 1.394 2.420 -2.925
C -3.177 1.924 2.176
C 1.276 0.060 -3.673
H 1.995 -1.268 3.044
H 0.659 -1.069 4.207
H -0.386 4.766 -1.851
H 1.048 4.032 -4.358
H -5.541 -3.804 1.481
H -0.581 -2.779 3.163
O 1.970 -0.322 -4.636
H -6.174 0.587 1.332
O 3.060 -3.293 1.717
C 3.965 1.162 -0.353
C 2.278 2.250 0.869
H -5.127 1.925 -3.312
C 3.220 3.281 1.171
S 3.273 -2.557 0.481
O 1.120 -0.523 -2.551
C -1.095 -2.830 1.118
H -4.638 4.868 3.094
H -1.571 1.949 -3.854
H -3.987 -2.194 5.135
H -3.227 -0.194 3.929
C -3.933 4.040 3.106
H -7.492 1.811 -2.557
F 3.176 5.647 1.309
C 4.509 3.219 0.650
C -1.415 0.251 -2.598
H -1.152 4.233 -3.364
C -3.938 -0.840 2.003
F 4.227 -4.760 -0.541
F 3.416 -3.382 -2.000
C 1.048 -0.761 3.223
C -0.369 4.003 -2.632
H 2.456 2.209 -2.875
H -1.115 2.988 4.674
H -1.201 2.565 -1.165
Eu 0.572 -0.206 -0.408
C -4.823 -3.136 3.396
O 0.789 2.273 -1.629
H -3.298 1.331 -1.749
F 3.926 4.574 3.027
C -0.132 -2.487 2.206
C -6.973 1.194 -0.558
O -0.563 -2.494 -0.142
C 1.043 3.869 -3.275
H 1.184 0.312 3.197
O -1.917 -0.546 -3.417
H -4.740 -1.829 0.265
C -4.169 -2.114 4.067
H 4.220 0.265 -0.910
O 2.147 -1.716 0.069
C -4.331 1.314 -1.411
*
```

Mulliken atomic charge list, values in e, 2 entries:
1. F -0.222
2. H 0.327